A single C4H7ClS2 molecule at a distorted geometry, computed with ωB97M-V/def2-TZVPD.

```
14
Properties=species:S:1:pos:R:3:forces:R:3
C -0.744 -0.300 1.186 0.723 -0.198 0.373
C -0.351 -0.097 -0.258 -0.442 2.317 -0.649
C -0.534 1.436 -0.542 0.170 -1.175 0.501
Cl -1.536 -1.026 -1.338 0.822 0.245 0.439
C 1.094 -0.495 -0.505 1.031 0.073 -0.690
S 2.264 0.634 -0.864 -0.860 -1.614 0.620
S 1.321 -2.252 -0.376 1.535 0.672 0.323
H -1.649 0.276 1.393 0.000 -0.421 0.046
H 0.076 0.087 1.842 -0.612 -0.356 -0.468
H -0.848 -1.371 1.313 -0.300 -0.049 0.644
H -0.010 1.733 -1.439 0.006 0.284 0.017
H -0.229 1.972 0.362 0.540 0.062 -0.411
H -1.573 1.646 -0.612 -1.024 -0.002 -0.345
H 2.719 -2.244 -0.163 -1.590 0.161 -0.400
```
Forces are in eV/Å.

Computed properties:
Spin multiplicity = 1
Charge = 0
Gap between HOMO and LUMO = 8.21 eV
HOMO energy = -8.962 eV
Lowest unoccupied orbital energy = -0.0275 Ha
SMILES string = CC(C)(Cl)C(=S)S

Atom charges from the natural (NBO) analysis, given in e for atoms 1 to 5: -0.63 -0.06 -0.62 -0.07 -0.28

***

A molecular structure, C37H38Cl3N3O2P2STi at a distorted geometry, computed with ωB97M-V/def2-TZVPD.

```
87
Properties=species:S:1:pos:R:3:forces:R:3
Ti 1.200 0.179 0.242 1.869 -0.540 -1.265
C -0.952 2.785 0.570 -0.029 -0.135 -0.106
P 0.778 2.589 -0.043 0.134 1.166 0.408
C 1.667 3.398 1.330 0.000 -0.093 0.058
C 2.648 2.700 2.035 -0.048 0.080 -0.016
C 3.299 3.289 3.106 -0.045 0.034 0.026
C 2.980 4.587 3.482 -0.014 0.004 0.032
C 1.993 5.283 2.799 0.028 0.016 0.008
C 1.334 4.687 1.733 -0.047 0.020 0.006
C 0.782 3.631 -1.522 0.040 -0.350 -0.239
C 0.078 3.130 -2.614 -0.035 0.055 0.052
C 0.167 3.758 -3.848 -0.002 0.022 0.014
C 0.948 4.895 -3.985 0.002 0.023 -0.003
C 1.627 5.412 -2.887 -0.044 0.024 -0.025
C 1.562 4.773 -1.661 -0.078 0.026 0.059
C -1.283 1.581 1.381 -0.070 -0.135 0.044
C -2.364 1.331 2.182 0.007 -0.031 0.200
C -2.266 -0.025 2.609 -0.001 0.056 0.059
C -1.130 -0.538 2.047 0.035 0.190 0.105
C -0.549 -1.914 2.124 0.046 0.162 0.006
P 1.273 -1.640 2.057 -0.745 -0.951 -0.094
C 2.005 -3.092 1.243 0.266 0.155 0.128
C 1.564 -3.392 -0.044 -0.060 -0.019 -0.002
C 2.269 -4.276 -0.844 0.009 -0.045 0.011
C 3.427 -4.874 -0.364 -0.013 0.000 -0.021
C 3.866 -4.591 0.920 -0.001 0.000 0.041
C 3.167 -3.695 1.718 0.005 -0.029 0.009
C 1.695 -1.710 3.814 0.201 0.563 -0.016
C 1.908 -0.507 4.486 0.031 -0.120 0.013
C 2.098 -0.501 5.862 -0.002 -0.001 -0.035
C 2.090 -1.696 6.564 -0.007 -0.034 -0.016
C 1.883 -2.898 5.895 -0.008 -0.005 -0.013
C 1.677 -2.909 4.525 -0.038 -0.011 0.042
N -0.482 0.451 1.307 -0.550 -0.081 0.541
H -1.616 2.870 -0.293 -0.005 -0.034 -0.073
H -1.051 3.697 1.153 -0.047 0.107 -0.016
H 2.960 1.714 1.716 0.093 -0.059 -0.115
H 4.078 2.746 3.628 -0.024 -0.010 -0.002
H 3.503 5.058 4.305 -0.017 -0.008 -0.011
H 1.737 6.292 3.094 0.005 -0.004 -0.018
H 0.563 5.237 1.204 0.040 0.017 0.016
H -0.513 2.226 -2.508 0.009 -0.025 -0.046
H -0.352 3.347 -4.704 -0.008 -0.004 0.027
H 1.043 5.371 -4.953 -0.031 0.017 0.039
H 2.235 6.301 -2.997 0.011 -0.031 0.004
H 2.147 5.135 -0.828 0.052 -0.018 -0.003
H -3.152 2.032 2.418 0.067 -0.020 0.004
H -2.953 -0.564 3.247 0.043 0.047 -0.038
H -0.841 -2.550 1.284 -0.022 0.024 -0.070
H -0.842 -2.399 3.052 0.001 -0.147 0.024
H 0.695 -2.885 -0.447 -0.060 0.045 -0.074
H 1.937 -4.472 -1.856 -0.003 0.023 0.011
H 3.998 -5.536 -1.002 -0.033 -0.002 0.038
H 4.774 -5.049 1.295 -0.024 0.034 -0.011
H 3.546 -3.447 2.701 0.035 0.009 -0.031
H 1.917 0.424 3.931 -0.014 0.042 0.009
H 2.248 0.436 6.383 0.014 -0.010 -0.024
H 2.242 -1.695 7.636 0.000 -0.005 -0.025
H 1.875 -3.831 6.446 -0.001 0.020 -0.011
H 1.495 -3.844 4.008 0.014 0.016 0.025
Cl 5.492 -1.297 -1.160 0.103 -0.005 -0.039
C 3.936 -0.981 -1.799 0.519 -0.304 -0.527
Cl 3.384 2.213 -1.015 -0.261 0.059 0.267
Cl 3.707 -1.133 -3.494 0.074 -0.030 -0.017
C 2.948 -0.601 -1.011 -0.019 -0.599 0.208
O 3.034 -0.499 0.325 -1.022 0.620 -0.178
O 1.676 -0.430 -1.454 -0.258 0.311 0.894
C -4.928 0.199 -1.220 0.021 -0.027 0.023
C -3.984 -0.266 -0.120 -0.031 -0.111 -0.267
N -3.474 -1.613 -0.372 -0.088 0.196 -0.066
C -2.325 -1.883 -1.002 -0.086 0.152 0.165
S -1.247 -0.700 -1.562 -0.006 -0.167 -0.164
N -2.025 -3.187 -1.175 0.029 -0.132 -0.037
C -2.816 -4.327 -0.739 -0.060 0.049 -0.140
C -3.912 -4.725 -1.724 0.001 -0.016 -0.001
H -5.323 1.188 -0.978 0.021 -0.051 -0.028
H -5.774 -0.485 -1.333 0.022 0.043 -0.009
H -4.396 0.260 -2.171 -0.031 -0.004 0.026
H -4.480 -0.275 0.850 0.024 -0.010 0.013
H -3.124 0.393 -0.046 -0.042 -0.038 0.046
H -4.137 -2.364 -0.270 -0.001 -0.011 0.078
H -1.239 -3.352 -1.780 0.078 0.025 0.022
H -3.240 -4.108 0.244 0.059 -0.016 0.040
H -2.127 -5.158 -0.599 0.021 -0.007 0.031
H -4.625 -3.912 -1.888 0.034 -0.044 -0.004
H -4.459 -5.592 -1.350 0.003 0.048 -0.019
H -3.479 -4.987 -2.691 -0.027 0.028 0.045
```
Forces are in eV/Å.

Computed properties:
Spin multiplicity = 1
Charge = 0
Gap between HOMO and LUMO = 6.29 eV
HOMO energy = -7.074 eV
Lowest unoccupied orbital energy = -0.0287 Ha

Atom charges from the Löwdin analysis, given in e for atoms 1 to 5: 0.84 -0.24 0.93 -0.37 -0.14

***

A molecular structure, C15H16NO7PdSe, computed with ωB97M-V/def2-TZVPD.

```
41
Properties=species:S:1:pos:R:3:forces:R:3
Pd 1.787 -1.370 -0.690 0.262 -0.212 0.330
O 3.844 -2.797 -4.015 0.048 0.002 0.082
C 3.237 -2.840 -2.826 0.130 -0.091 0.040
O 3.586 -2.126 -1.910 -0.467 -0.011 0.003
C 2.207 -3.960 -2.762 0.033 0.194 0.043
O 1.270 -3.768 -1.749 -0.252 -0.071 -0.189
C 0.031 -3.194 -2.206 0.088 0.087 -0.010
C 0.203 -1.863 -2.972 0.111 0.161 0.131
O -0.413 -1.661 -4.002 -0.116 -0.263 -0.002
O 1.038 -1.017 -2.455 -0.256 -0.016 -0.534
H 4.499 -2.084 -3.964 0.012 -0.009 -0.039
H 2.780 -4.860 -2.522 0.033 -0.027 -0.042
H 1.759 -4.093 -3.750 -0.029 0.042 0.003
H -0.544 -3.011 -1.298 -0.035 0.028 -0.041
H -0.497 -3.905 -2.844 0.030 -0.003 -0.060
Se 1.859 -3.107 3.635 0.042 0.133 -0.244
C 2.239 -2.314 2.074 0.324 -0.050 0.270
N 2.561 -1.797 1.076 -0.373 -0.208 0.412
C -3.477 4.203 2.794 -0.032 0.013 0.018
C -2.505 3.241 2.164 0.018 0.000 -0.015
C -1.898 2.243 2.914 -0.015 -0.008 0.021
C -0.987 1.354 2.351 0.014 -0.028 -0.029
C -0.354 0.268 3.176 0.025 0.003 0.030
C -0.670 1.493 1.001 -0.040 0.012 -0.038
C -1.261 2.489 0.221 -0.005 0.003 0.012
C -0.908 2.634 -1.234 0.006 -0.005 -0.020
C -2.180 3.344 0.816 0.001 0.000 -0.007
C 0.336 0.573 0.366 0.166 0.029 -0.052
O 1.433 1.003 -0.006 -0.297 0.471 0.204
O -0.018 -0.653 0.239 0.559 -0.161 -0.278
H -3.840 3.827 3.751 0.007 -0.008 -0.001
H -4.341 4.373 2.149 0.005 -0.004 -0.008
H -3.012 5.176 2.977 0.016 -0.012 -0.009
H -2.143 2.144 3.967 0.001 0.001 -0.004
H -0.602 0.384 4.232 0.001 0.002 -0.002
H 0.733 0.279 3.077 0.000 -0.002 0.005
H -0.676 -0.720 2.849 -0.013 0.011 -0.010
H -0.937 1.673 -1.753 -0.007 -0.009 0.012
H 0.110 3.010 -1.346 -0.002 0.005 0.010
H -1.597 3.317 -1.732 0.008 0.004 -0.001
H -2.653 4.111 0.209 -0.002 -0.002 0.008
```
Forces are in eV/Å.

Computed properties:
Spin multiplicity = 1
Charge = -1
Gap between HOMO and LUMO = 7.28 eV
HOMO energy = -4.859 eV
Lowest unoccupied orbital energy = 0.0891 Ha

Atom charges from the natural (NBO) analysis, given in e for atoms 1 to 5: 1.08 -0.66 0.80 -0.60 -0.18

***

3 unconnected molecules or ions with the total composition C5H12O4, computed with ωB97M-V/def2-TZVPD.

```
21
Properties=species:S:1:pos:R:3:forces:R:3
C 1.296 0.700 0.511 0.151 -0.461 0.254
C -0.638 -0.753 -0.080 0.468 0.399 -0.132
C 0.396 1.223 -0.388 -0.452 -0.459 -0.315
C -1.999 -0.267 -0.511 0.021 -0.013 -0.015
C -0.583 -1.343 1.297 -0.011 0.014 0.004
O 1.235 1.005 1.792 0.019 -0.053 -0.264
O 2.279 -0.107 0.169 -0.240 0.192 0.097
O -0.015 -1.608 -0.977 -0.114 0.235 0.172
O 0.515 0.905 -1.736 0.025 -0.003 0.231
H 1.923 0.524 2.274 -0.003 0.013 -0.057
H 2.184 -0.320 -0.776 -0.023 0.094 -0.001
H -0.047 -1.185 -1.847 -0.021 0.012 0.030
H 1.044 1.684 -2.040 0.020 0.004 0.051
H -0.387 1.868 -0.027 0.037 0.019 0.026
H 1.591 2.660 -0.755 -0.027 -0.060 -0.017
H -2.401 0.451 0.205 0.031 -0.028 -0.004
H -2.692 -1.118 -0.559 0.075 0.038 0.015
H -1.966 0.205 -1.493 0.023 -0.013 0.018
H 0.418 -1.708 1.533 -0.007 0.013 -0.025
H -0.886 -0.615 2.050 -0.009 -0.010 -0.028
H -1.266 -2.201 1.358 0.034 0.068 -0.039
```
Forces are in eV/Å.

Computed properties:
Spin multiplicity = 1
Charge = 0
Gap between HOMO and LUMO (spin up / spin down) = 6.71 / 6.56 eV
HOMO energy (spin up / spin down) = -6.313 / -6.240 eV
Lowest unoccupied orbital energy (spin up / spin down) = 0.0145 / 0.0117 Ha

Atom charges from the natural (NBO) analysis, given in e for atoms 1 to 5: 0.72 0.35 0.04 -0.69 -0.68

***

Record-wise relative energy (zero: lowest compared OMol25 entry of this formula, charge and spin) values, in kcal per mole: 8.2, 43.5, 12.3, 132.5